No. 1
{
  "formula": "H2N2O3S",
  "method": "ωB97M-V/def2-TZVPD",
  "lumo_energy_ev": 0.301,
  "homo_ev": -9.13,
  "symbols": ["N", "N", "O", "O", "O", "S", "H", "H"],
  "coordinates": [[-1.6166, 0.0231, 0.1841], [1.6885, -0.3678, -0.0223], [1.1829, -0.7045, -1.0037], [2.5606, -0.6651, 0.7053], [0.8123, 1.0008, 0.4578], [-0.4283, 1.0328, -0.5712], [-2.3821, 0.6294, 0.4637], [-1.8172, -0.9488, -0.2137]],
  "atomic_forces_ev_per_a": [[0.93, -0.23, -1.11], [-0.80, 2.24, 1.41], [1.03, -2.65, -1.61], [0.14, -0.25, -0.26], [-0.47, -0.60, -0.52], [-0.98, 0.02, 1.52], [-0.12, -0.84, -0.02], [0.25, 2.31, 0.60]],
  "mulliken_charge": [-0.4685, 1.1415, -0.4679, -0.4947, -0.3902, 0.1625, 0.2575, 0.2598]
}

---

No. 2
{
  "formula": "H2N2O3S",
  "method": "ωB97M-V/def2-TZVPD",
  "lumo_energy_ev": [-1.730, -1.730],
  "homo_ev": [-10.10, -10.10],
  "symbols": ["N", "N", "O", "O", "O", "S", "H", "H"],
  "coordinates": [[-0.7380, -0.4162, -0.7745], [0.9499, 1.0789, 0.6251], [0.8879, 1.6012, -0.4561], [1.5436, 1.5099, 1.5385], [0.3626, -0.0939, 0.7963], [-1.0091, -1.9574, -0.7879], [0.0529, 0.0671, -1.2491], [-2.0498, -1.7897, 0.3077]],
  "atomic_forces_ev_per_a": [[1.20, 1.95, 1.42], [-0.33, -1.15, -0.36], [-0.39, 0.52, -2.03], [1.18, 0.86, 2.48], [-0.88, -0.43, -1.06], [-1.78, -0.35, 2.28], [-0.50, -0.57, -0.43], [1.51, -0.83, -2.30]],
  "mulliken_charge": [-0.1146, 1.2491, -0.6922, -0.5899, -0.4699, 0.0615, 0.3343, 0.2218]
}

---

No. 3
{
  "formula": "H2N2O3S",
  "method": "ωB97M-V/def2-TZVPD",
  "smiles": "O=[N+]([O-])O.N=S",
  "lumo_energy_ev": [-2.828, -2.823],
  "homo_ev": [-10.08, -10.09],
  "symbols": ["N", "N", "O", "O", "O", "S", "H", "H"],
  "coordinates": [[-1.6061, 0.0354, -0.1297], [1.6321, -0.0068, -0.0406], [0.7050, -0.2802, 0.9405], [2.7482, -0.2006, 0.2982], [1.2327, 0.5200, -1.0479], [-3.0424, -0.3571, 0.4160], [-1.3538, 0.4718, -0.9463], [-0.3156, -0.1823, 0.5098]],
  "atomic_forces_ev_per_a": [[-2.05, -2.27, 4.08], [-1.25, 0.71, 1.91], [-0.95, -0.21, -0.99], [1.16, -0.46, -0.25], [-0.39, -0.10, -0.93], [2.04, 0.87, -1.38], [-0.28, 1.53, -3.05], [1.72, -0.07, 0.60]],
  "mulliken_charge": [-0.3558, 1.0704, -0.5075, -0.5622, -0.5878, 0.1055, 0.2792, 0.5583]
}

---

No. 4
{
  "formula": "H2N2O3S",
  "method": "ωB97M-V/def2-TZVPD",
  "spin_multiplicity": 3,
  "lumo_energy_ev": [-0.042, -3.076],
  "homo_ev": [-9.40, -11.83],
  "s2": 2.01,
  "symbols": ["N", "N", "O", "O", "O", "S", "H", "H"],
  "coordinates": [[-0.9152, -0.8341, 0.2210], [0.1365, 1.9755, -0.3125], [-0.7207, 2.2414, 0.4858], [0.8469, -0.3958, -1.7076], [1.5599, -0.2518, 0.6779], [0.4921, -0.0162, -0.3217], [-0.5844, -1.7129, -0.2752], [-0.8152, -1.0060, 1.2323]],
  "atomic_forces_ev_per_a": [[1.54, -0.63, -1.49], [-1.25, -0.67, 0.96], [0.87, 0.06, -0.79], [-1.72, 0.94, 2.59], [-2.14, 0.98, -1.36], [3.88, -1.50, -0.22], [-1.33, 0.53, 0.77], [0.15, 0.29, -0.46]],
  "mulliken_spin": [0.0640, 0.7530, 0.7080, 0.1217, 0.1472, 0.2020, 0.0060, -0.0019]
}

---

No. 5
{
  "formula": "H2N2O4S",
  "method": "ωB97M-V/def2-TZVPD",
  "total_charge": -2,
  "lumo_energy_ev": 6.989,
  "homo_ev": 1.33,
  "symbols": ["N", "N", "O", "O", "O", "O", "S", "H", "H"],
  "coordinates": [[1.4744, 0.5414, -0.3349], [0.3960, -0.8937, -0.1432], [2.2375, 0.5100, 0.7474], [-1.2332, 0.1761, -1.6400], [-2.1231, -1.1426, 0.1344], [-1.0563, 0.9495, 0.7479], [-1.0803, -0.2017, -0.2336], [0.6227, 1.1350, -0.0668], [0.7622, -1.0741, 0.7888]],
  "atomic_forces_ev_per_a": [[-0.99, 0.02, 0.86], [0.99, 0.15, -1.06], [0.28, 0.13, -0.22], [0.36, 0.58, 0.13], [-0.57, -1.07, 0.61], [-0.44, -0.65, -1.25], [-0.54, 0.89, 1.14], [1.60, -0.34, -0.42], [-0.67, 0.27, 0.20]],
  "mulliken_charge": [-0.2360, -0.4724, -0.7570, -0.6729, -0.7040, -0.7359, 0.9405, 0.3813, 0.2564]
}

---

No. 6
{
  "formula": "H2N2O4S",
  "method": "ωB97M-V/def2-TZVPD",
  "lumo_energy_ev": [-2.727, -2.727],
  "homo_ev": [-11.33, -11.33],
  "symbols": ["N", "N", "O", "O", "O", "O", "S", "H", "H"],
  "coordinates": [[-0.1981, -0.5617, -0.0021], [-1.7876, 1.2264, 0.0420], [-0.3755, 2.0577, -0.5228], [-2.1004, 1.6441, 1.0753], [-2.1444, -0.8998, -1.4636], [-2.5722, -1.0353, 0.9182], [-1.7066, -0.7413, -0.1424], [0.0440, 1.5698, -1.1214], [-0.1990, -0.2638, 0.9666]],
  "atomic_forces_ev_per_a": [[-1.19, -0.35, 0.55], [1.99, 4.05, 1.98], [-5.44, 3.27, 5.38], [0.65, -0.16, -2.65], [-0.54, -0.31, -1.34], [-0.76, -0.20, 1.60], [1.61, -2.09, -2.13], [2.44, -4.01, -4.18], [1.25, -0.19, 0.79]],
  "mulliken_charge": [-0.4712, 0.4294, -0.4599, -0.1723, -0.4906, -0.4617, 1.0203, 0.3128, 0.2932]
}

---

No. 7
{
  "formula": "H2N3O2S",
  "method": "ωB97M-V/def2-TZVPD",
  "total_charge": -1,
  "lumo_energy_ev": [2.633, 2.809],
  "homo_ev": [-3.89, -4.26],
  "symbols": ["N", "N", "N", "O", "O", "S", "H", "H"],
  "coordinates": [[-0.8788, 0.7424, 1.0755], [-1.9134, -0.5110, -2.2347], [-1.9558, 0.6165, -2.8688], [-0.7790, -1.0850, -2.2762], [-1.1295, 1.0397, -3.6947], [-3.3620, 1.4505, -2.4812], [-1.2232, -0.1051, 0.4868], [-0.9964, 1.4293, 0.2277]],
  "atomic_forces_ev_per_a": [[-1.04, -0.21, -3.33], [2.15, -3.32, 1.50], [-0.91, 2.62, -1.61], [-1.08, 0.53, -0.18], [0.46, -0.49, 0.33], [-0.56, 0.67, 0.05], [0.64, 1.11, 1.35], [0.35, -0.92, 1.88]],
  "mulliken_charge": [-0.5332, -0.2124, 0.7268, -0.4536, -0.6258, -0.4314, 0.2788, 0.2508]
}

---

No. 8
{
  "formula": "H2N3O3P",
  "method": "ωB97M-V/def2-TZVPD",
  "smiles": "N/N=N\\P(=O)([O-])[O-]",
  "total_charge": -2,
  "lumo_energy_ev": 7.764,
  "homo_ev": 0.71,
  "symbols": ["N", "N", "N", "O", "O", "O", "P", "H", "H"],
  "coordinates": [[0.9194, -1.2686, 0.3708], [-0.2884, -1.1663, 0.1398], [1.6664, -0.2727, -0.3125], [-1.6501, 0.2986, 1.4365], [-0.3980, 1.5450, -0.3328], [-2.3593, 0.0505, -1.1257], [-1.2919, 0.3616, -0.0270], [0.9677, 0.4349, -0.4594], [2.4341, 0.0170, 0.3103]],
  "atomic_forces_ev_per_a": [[-0.86, -0.54, -1.32], [0.26, -1.11, 1.04], [1.77, -0.60, 0.79], [-0.88, 0.13, 0.28], [0.65, 0.36, -0.65], [1.52, 0.23, 1.69], [-1.86, -0.38, -1.13], [-0.07, 1.82, -0.38], [-0.54, 0.09, -0.34]],
  "mulliken_charge": [-0.4222, -0.1745, -0.4754, -0.7636, -0.8035, -0.8474, 0.8402, 0.3958, 0.2505]
}

---

Copy entry 1 word for word.
{
  "formula": "H2N2O3S",
  "method": "ωB97M-V/def2-TZVPD",
  "lumo_energy_ev": 0.301,
  "homo_ev": -9.13,
  "symbols": ["N", "N", "O", "O", "O", "S", "H", "H"],
  "coordinates": [[-1.6166, 0.0231, 0.1841], [1.6885, -0.3678, -0.0223], [1.1829, -0.7045, -1.0037], [2.5606, -0.6651, 0.7053], [0.8123, 1.0008, 0.4578], [-0.4283, 1.0328, -0.5712], [-2.3821, 0.6294, 0.4637], [-1.8172, -0.9488, -0.2137]],
  "atomic_forces_ev_per_a": [[0.93, -0.23, -1.11], [-0.80, 2.24, 1.41], [1.03, -2.65, -1.61], [0.14, -0.25, -0.26], [-0.47, -0.60, -0.52], [-0.98, 0.02, 1.52], [-0.12, -0.84, -0.02], [0.25, 2.31, 0.60]],
  "mulliken_charge": [-0.4685, 1.1415, -0.4679, -0.4947, -0.3902, 0.1625, 0.2575, 0.2598]
}